# C45H97Br3F2N2O16PS

A cluster of 7 separate species, C45H97Br3F2N2O16PS in total in a non-equilibrium geometry (wB97M-V/def2-TZVPD, the OMol25 dataset).

Structure (XYZ):
```
167
Properties=species:S:1:pos:R:3:lowdin_charge:R:1
C -1.5400 -1.1416 -3.3021 0.00
C -2.5057 -0.2213 -3.0880 -0.16
C -4.0082 -0.6279 -2.8124 -0.38
C -4.3667 -1.3704 -4.1473 -0.02
C -5.7086 -1.1706 -4.8106 -0.40
O -6.0782 -0.1200 -5.3150 0.07
F -6.5230 -2.2520 -4.9702 0.08
O -3.7779 -1.4271 -1.7106 -0.21
P -4.3804 -0.8328 -0.1353 0.72
C -2.7614 0.1492 0.2491 -0.24
C -1.3967 -0.4803 -0.1049 -0.25
C -0.4016 0.5093 -0.7332 -0.26
N 0.8272 0.6000 0.1223 -0.01
C -3.8689 -2.3874 0.8804 -0.51
S -2.7734 -2.1575 2.3166 0.84
C -1.5986 -3.5362 2.2142 -0.56
C -0.5323 -3.4260 3.2881 -0.18
C -5.1511 0.1288 1.3517 -0.29
C -6.6445 0.2126 1.6507 -0.72
C -7.6535 0.5508 0.5619 -0.13
Br -7.3188 -1.2381 2.8300 0.69
C -5.9652 -1.8333 -0.5370 -0.20
C -5.8750 -3.1918 -1.1996 -0.40
O -6.4586 -3.1806 -2.5077 -0.05
C -6.7375 -4.2124 -0.3866 -0.21
N -8.1600 -3.8490 -0.5573 0.01
O -4.8925 0.6435 -1.0665 -0.21
C -4.8055 0.6472 -2.3860 -0.48
F -6.2108 0.6351 -2.7760 0.00
C -4.3788 1.9615 -3.0393 -0.54
Br -3.6732 1.9385 -4.8250 0.84
C -4.5099 3.1356 -2.4367 -0.71
C -5.0920 3.3378 -1.0811 -0.12
Br -3.9663 4.7836 -3.2666 0.68
H -0.6736 -1.2321 -2.6648 0.03
H -1.5992 -1.7945 -4.1691 0.06
H -2.1938 0.8218 -3.0791 0.06
H -3.6447 -1.1351 -4.9165 0.10
H -4.2236 -2.4272 -3.9498 0.12
H -2.6952 0.4389 1.2915 0.06
H -2.8104 1.0888 -0.2937 0.06
H -1.4593 -1.4131 -0.6584 0.08
H -0.9195 -0.7414 0.8361 0.06
H -0.0773 0.1844 -1.7204 0.07
H -0.8107 1.5130 -0.7735 0.10
H 1.4854 -0.0828 -0.2382 0.05
H 1.2817 1.4852 -0.0798 0.05
H -4.7350 -2.9087 1.2581 0.02
H -3.3146 -3.0136 0.1820 0.05
H -1.1259 -3.5368 1.2330 0.06
H -2.1480 -4.4600 2.3763 0.07
H 0.1504 -2.5968 3.1262 0.06
H -0.9700 -3.3436 4.2778 0.06
H 0.0518 -4.3455 3.2648 0.06
H -4.6604 -0.1057 2.2965 0.05
H -4.8495 1.1582 1.1728 0.07
H -6.7408 1.0527 2.3326 0.06
H -7.2726 1.2841 -0.1355 0.06
H -8.5228 0.9851 1.0556 0.07
H -8.0263 -0.3370 0.0682 0.06
H -6.5759 -1.2124 -1.1887 0.08
H -6.5882 -1.9821 0.3401 0.02
H -4.9019 -3.6748 -1.2879 0.12
H -5.9356 -3.7576 -3.0654 0.07
H -6.5050 -4.1343 0.6727 0.09
H -6.5778 -5.2073 -0.7991 0.10
H -8.6658 -4.5866 -1.0175 0.05
H -8.5886 -3.6432 0.3320 0.05
H -5.9944 2.7669 -0.9140 0.07
H -5.3098 4.3759 -0.8561 0.06
H -4.3824 3.0016 -0.3283 0.08
C 5.5652 2.9044 0.1920 -0.10
O 5.7544 1.5224 -0.0617 -0.18
C 6.6104 0.8934 0.8795 -0.19
C 5.8326 0.1605 1.9534 -0.20
O 5.0617 1.0380 2.7560 -0.20
C 3.7005 1.0686 2.3470 -0.10
H 4.6833 3.2266 -0.3597 0.08
H 5.4056 3.1058 1.2533 0.09
H 6.4294 3.4775 -0.1617 0.08
H 7.2912 1.6227 1.3300 0.11
H 7.2148 0.1668 0.3273 0.13
H 6.5471 -0.3379 2.6178 0.12
H 5.1866 -0.6081 1.5169 0.11
H 3.1774 0.1830 2.7210 0.09
H 3.6057 1.1100 1.2612 0.07
H 3.2340 1.9557 2.7716 0.09
C 7.0817 6.3773 -5.2385 -0.11
O 7.5025 5.0558 -4.9549 -0.19
C 8.2503 4.9495 -3.7533 -0.20
C 7.3982 4.4776 -2.5933 -0.22
O 6.3905 5.4165 -2.2602 -0.19
C 5.1237 5.0910 -2.8174 -0.10
H 6.2807 6.3202 -5.9749 0.08
H 6.7035 6.8854 -4.3492 0.09
H 7.9100 6.9559 -5.6634 0.09
H 8.7316 5.9029 -3.5133 0.13
H 9.0379 4.2107 -3.9322 0.12
H 8.0388 4.3690 -1.7120 0.12
H 6.9579 3.5000 -2.8115 0.13
H 4.6433 4.3062 -2.2249 0.07
H 5.2036 4.7595 -3.8523 0.07
H 4.5021 5.9853 -2.7849 0.09
C -7.0976 -4.2500 4.9756 -0.12
O -8.4263 -4.3791 4.4930 -0.21
C -9.0421 -5.5989 4.8578 -0.21
C -9.9514 -5.4362 6.0584 -0.21
O -9.2324 -5.0770 7.2278 -0.19
C -9.2706 -3.6860 7.4983 -0.11
H -6.8226 -3.1979 4.9242 0.04
H -7.0020 -4.5865 6.0106 0.08
H -6.4117 -4.8219 4.3419 0.09
H -8.2891 -6.3710 5.0462 0.13
H -9.6479 -5.9210 4.0043 0.12
H -10.4353 -6.3968 6.2636 0.12
H -10.7353 -4.7019 5.8484 0.13
H -10.2276 -3.4167 7.9596 0.09
H -9.1246 -3.0907 6.5951 0.09
H -8.4672 -3.4606 8.1982 0.09
C 5.0259 -5.2413 -0.1624 -0.11
O 4.7278 -5.0111 1.2026 -0.19
C 4.3376 -3.6723 1.4699 -0.21
C 2.8319 -3.5175 1.5550 -0.20
O 2.1970 -3.7881 0.3164 -0.19
C 1.6546 -5.0946 0.2382 -0.10
H 5.0083 -6.3174 -0.3303 0.09
H 4.2959 -4.7718 -0.8248 0.08
H 6.0272 -4.8645 -0.4003 0.09
H 4.7507 -2.9941 0.7159 0.12
H 4.7681 -3.4008 2.4392 0.13
H 2.6040 -2.4769 1.8085 0.12
H 2.4214 -4.1536 2.3450 0.12
H 0.7016 -5.1405 0.7767 0.08
H 2.3364 -5.8448 0.6452 0.08
H 1.4747 -5.3182 -0.8124 0.09
C 9.3097 3.2049 3.4577 -0.11
O 9.6967 1.8476 3.5887 -0.19
C 10.4957 1.6010 4.7354 -0.21
C 9.6822 1.0410 5.8842 -0.21
O 8.7216 1.9705 6.3542 -0.19
C 7.4238 1.7370 5.8280 -0.10
H 8.4731 3.2478 2.7614 0.08
H 8.9925 3.6327 4.4105 0.09
H 10.1372 3.7965 3.0507 0.09
H 11.0188 2.5117 5.0433 0.13
H 11.2493 0.8613 4.4472 0.12
H 10.3574 0.8273 6.7190 0.12
H 9.2005 0.1026 5.5920 0.13
H 6.9428 0.9119 6.3633 0.09
H 7.4525 1.5062 4.7619 0.07
H 6.8332 2.6400 5.9716 0.09
C 0.2564 3.7101 -6.2767 -0.10
O 0.9177 4.7297 -7.0124 -0.19
C 1.5671 5.6766 -6.1849 -0.21
C 3.0494 5.3908 -6.0573 -0.21
O 3.2968 4.1595 -5.3981 -0.21
C 3.5698 3.0959 -6.2952 -0.10
H 0.0615 2.8812 -6.9551 0.09
H 0.8644 3.3462 -5.4465 0.09
H -0.6988 4.0808 -5.8924 0.09
H 1.0960 5.7139 -5.1978 0.13
H 1.4399 6.6570 -6.6554 0.12
H 3.5056 6.1784 -5.4468 0.12
H 3.5315 5.4050 -7.0403 0.13
H 4.6057 3.1570 -6.6479 0.09
H 2.8942 3.1029 -7.1523 0.08
H 3.4375 2.1609 -5.7531 0.09
```

The highest occupied orbital energy comes out at -5.15 eV. Its gap between HOMO and LUMO is 6.981 eV. The charge is -1. Its calculated total energy is -319654.323 eV. For the max |F|, the calculation gives 3.7 eV Å⁻¹.

***

# C46H107O28P5S4

A cluster of 9 separate species, C46H107O28P5S4 in total in a non-equilibrium geometry (wB97M-V/def2-TZVPD, the OMol25 dataset).

Structure (XYZ):
```
190
Properties=species:S:1:pos:R:3:lowdin_charge:R:1
C -1.0759 0.6656 9.8273 -0.07
C -1.2536 2.1310 9.5428 -0.26
O -0.2673 2.6373 8.6331 -0.17
P -0.6297 2.7758 7.1022 0.34
O -1.8446 3.5306 6.7929 -0.22
O 0.6699 3.3463 6.4460 -0.15
C 1.0525 4.6948 6.7066 -0.27
C 2.5163 4.9294 6.4166 -0.06
O -0.6602 1.2667 6.6194 -0.17
C -1.6371 0.8663 5.6340 -0.26
C -1.3390 -0.5476 5.2270 -0.07
H -0.9200 0.0670 8.9308 0.07
H -0.2204 0.4503 10.4736 0.08
H -1.9464 0.2968 10.3743 0.08
H -2.2611 2.3356 9.1740 0.12
H -1.1424 2.7042 10.4630 0.12
H 0.4335 5.3787 6.1136 0.11
H 0.8374 5.0319 7.7281 0.12
H 3.1867 4.5576 7.1948 0.08
H 2.8369 4.4230 5.5042 0.07
H 2.7316 5.9909 6.3051 0.06
H -2.6571 0.9847 6.0036 0.12
H -1.5914 1.5355 4.7694 0.10
H -2.1060 -0.8842 4.5240 0.08
H -0.4033 -0.5968 4.6780 0.07
H -1.3068 -1.2117 6.0895 0.08
C 2.9750 -3.1792 -9.6346 -0.07
C 2.3740 -1.8136 -9.3742 -0.26
O 2.1445 -1.6177 -7.9736 -0.17
P 0.6822 -1.3879 -7.4503 0.34
O -0.1116 -0.3797 -8.1340 -0.21
O -0.0125 -2.8166 -7.4502 -0.17
C 0.6575 -3.9270 -6.8141 -0.24
C -0.2591 -4.5171 -5.7553 -0.06
O 1.0189 -1.1191 -5.9339 -0.16
C -0.0107 -0.6296 -5.0609 -0.27
C -0.1917 0.8600 -5.0991 -0.07
H 3.2622 -3.2373 -10.6853 0.08
H 3.8025 -3.3919 -8.9613 0.08
H 2.2340 -3.9697 -9.4852 0.07
H 3.0825 -1.0506 -9.7010 0.12
H 1.4677 -1.6748 -9.9664 0.12
H 0.8667 -4.6653 -7.5877 0.11
H 1.5854 -3.5850 -6.3637 0.11
H -0.1672 -5.6053 -5.6891 0.07
H 0.0169 -4.1099 -4.7801 0.07
H -1.3140 -4.3418 -5.9640 0.08
H -0.9156 -1.2173 -5.2013 0.10
H 0.2973 -0.8328 -4.0304 0.11
H 0.7739 1.3282 -4.8712 0.08
H -0.4259 1.2121 -6.1056 0.07
H -0.9026 1.2029 -4.3504 0.07
C -6.0088 5.9800 -1.4548 -0.07
C -5.2468 5.0484 -0.5306 -0.25
O -3.8540 5.0726 -0.9088 -0.18
P -2.7851 4.1319 -0.1972 0.36
O -3.2121 2.7326 -0.0767 -0.23
O -2.3585 4.8085 1.1565 -0.19
C -3.2003 4.8198 2.3289 -0.24
C -2.6132 3.9084 3.3925 -0.05
O -1.4698 4.4160 -1.0231 -0.17
C -1.5019 4.1558 -2.4493 -0.25
C -0.1661 3.6349 -2.9005 -0.06
H -5.8890 7.0180 -1.1408 0.08
H -5.5176 5.9884 -2.4362 0.08
H -7.0338 5.6828 -1.6484 0.08
H -5.3439 5.3963 0.4994 0.10
H -5.6427 4.0331 -0.5778 0.12
H -3.1162 5.8590 2.6546 0.11
H -4.2511 4.6099 2.1318 0.11
H -2.5835 2.8864 2.9994 0.08
H -1.5749 4.2131 3.5125 0.05
H -3.1671 3.9078 4.3273 0.08
H -2.3700 3.5651 -2.7524 0.12
H -1.6831 5.1182 -2.9428 0.12
H 0.1782 2.7706 -2.3376 0.06
H -0.2208 3.3979 -3.9643 0.07
H 0.5552 4.4484 -2.8081 0.09
C 2.4454 -4.7762 -1.1956 -0.07
C 2.7543 -6.2484 -1.2593 -0.24
O 2.5729 -6.6695 -2.6384 -0.16
P 1.8143 -7.9782 -3.0252 0.33
O 1.6305 -8.1413 -4.4554 -0.21
O 2.6150 -9.0966 -2.2504 -0.16
C 2.2790 -10.4690 -2.4291 -0.28
C 3.5468 -11.2656 -2.6377 -0.07
O 0.4610 -7.9292 -2.1827 -0.18
C -0.6598 -7.2916 -2.8250 -0.25
C -1.6343 -6.8797 -1.7388 -0.05
H 2.4560 -4.4560 -0.1474 0.08
H 3.2822 -4.2173 -1.6139 0.08
H 1.4821 -4.5201 -1.6259 0.08
H 3.7789 -6.4747 -0.9629 0.12
H 2.1063 -6.8373 -0.6063 0.11
H 1.7390 -10.8628 -1.5610 0.12
H 1.5841 -10.6385 -3.2559 0.12
H 4.2467 -11.1235 -1.8145 0.08
H 3.3573 -12.3025 -2.9004 0.08
H 4.0851 -10.8236 -3.4863 0.08
H -0.3252 -6.4191 -3.3932 0.10
H -1.1205 -7.9540 -3.5603 0.12
H -2.2619 -7.7041 -1.3951 0.08
H -1.0658 -6.5041 -0.8867 0.07
H -2.3128 -6.0943 -2.0727 0.05
C -2.4720 8.2820 0.4265 -0.06
C -1.0504 8.6519 0.8218 -0.24
O -0.3025 7.4407 1.0816 -0.17
P 1.2595 7.5655 1.2737 0.34
O 1.9208 8.5621 0.4415 -0.22
O 1.3514 7.8625 2.8335 -0.19
C 2.6349 7.8645 3.4933 -0.25
C 2.4484 8.3857 4.8901 -0.09
O 1.8072 6.1103 1.0563 -0.15
C 1.1243 4.9157 1.4833 -0.22
C 0.9944 4.7739 2.9846 -0.07
H -3.0177 9.2273 0.3767 0.08
H -2.4843 7.7453 -0.5186 0.08
H -2.9341 7.6865 1.2136 0.06
H -0.5782 9.2482 0.0433 0.12
H -1.0738 9.2388 1.7436 0.12
H 3.0721 6.8648 3.4778 0.11
H 3.2770 8.5475 2.9326 0.12
H 2.1199 9.4336 4.8780 0.08
H 1.6625 7.9406 5.5047 0.07
H 3.3791 8.4077 5.4589 0.08
H 0.1552 4.8494 0.9854 0.09
H 1.7151 4.0833 1.0949 0.11
H 0.3877 5.5729 3.4116 0.08
H 0.6394 3.7814 3.2628 0.07
H 1.9706 4.8411 3.4753 0.06
O -1.1131 -2.9637 -2.3548 -0.33
S -2.4043 -2.3669 -2.5832 0.65
O -2.5003 -1.1832 -3.3991 -0.32
C -3.5247 -3.6451 -3.1859 -0.22
C -4.5611 -3.8569 -2.0965 -0.21
C -3.9927 -3.4093 -0.7407 -0.20
C -3.2116 -2.1155 -1.0021 -0.21
H -2.8994 -4.5225 -3.3479 0.08
H -3.8848 -3.3409 -4.1663 0.11
H -5.4914 -3.3046 -2.2711 0.12
H -4.9230 -4.8887 -2.0881 0.11
H -3.2734 -4.1413 -0.3729 0.09
H -4.7708 -3.1769 -0.0214 0.12
H -2.4336 -1.9261 -0.2648 0.09
H -3.8534 -1.2429 -1.1270 0.11
O -0.0883 -2.1566 0.4018 -0.34
S 0.9019 -1.1922 -0.0423 0.68
O 2.1096 -1.6102 -0.7034 -0.32
C 0.1186 0.1701 -0.8974 -0.18
C -0.0934 1.3167 0.1413 -0.18
C 0.2146 0.7689 1.5463 -0.20
C 1.3162 -0.2632 1.4398 -0.22
H -0.7371 -0.1255 -1.4968 0.09
H 0.8798 0.5904 -1.5599 0.08
H 0.5343 2.1576 -0.1403 0.09
H -1.1415 1.6114 0.1103 0.08
H -0.6904 0.2505 1.8789 0.11
H 0.4441 1.5604 2.2601 0.10
H 1.4320 -0.9631 2.2647 0.10
H 2.3332 0.0703 1.2193 0.08
O -3.7877 -3.8614 2.5937 -0.32
S -3.1745 -5.0703 3.0822 0.66
O -3.9697 -6.0732 3.7384 -0.32
C -2.2069 -5.8352 1.7852 -0.23
C -0.8049 -5.2189 1.8394 -0.20
C -0.7450 -4.2010 2.9924 -0.23
C -1.7347 -4.6375 4.0585 -0.22
H -2.7230 -5.9450 0.8382 0.08
H -2.0969 -6.8481 2.1811 0.10
H -0.0817 -6.0171 2.0050 0.11
H -0.5076 -4.6806 0.9391 0.09
H -1.0689 -3.2419 2.5879 0.10
H 0.2652 -4.1442 3.3913 0.12
H -2.0751 -3.8858 4.7662 0.10
H -1.4053 -5.5619 4.5345 0.11
O 3.4072 1.7650 -0.0009 -0.32
S 3.9919 1.5282 -1.3013 0.67
O 3.2005 1.8252 -2.4641 -0.32
C 5.6110 2.2661 -1.4205 -0.24
C 6.5398 1.2890 -0.7333 -0.22
C 6.1673 -0.0919 -1.2844 -0.21
C 4.6474 -0.1823 -1.4305 -0.20
H 5.5963 3.2823 -1.0315 0.11
H 5.8092 2.3153 -2.4938 0.11
H 7.5728 1.5656 -0.9497 0.12
H 6.4596 1.3065 0.3567 0.12
H 6.4772 -0.9177 -0.6439 0.11
H 6.7131 -0.2149 -2.2210 0.12
H 4.1507 -0.7236 -0.6344 0.07
H 4.3572 -0.5950 -2.3922 0.11
```

The highest occupied orbital energy comes out at -9.96 eV. As for the SMILES: CCOP(=O)(OCC)OCC.CCOP(=O)(OCC)OCC.CCOP(=O)(OCC)OCC.CCOP(=O)(OCC)OCC.CCOP(=O)(OCC)OCC.O=S1(=O)CCCC1.O=S1(=O)CCCC1.O=S1(=O)CCCC1.O=S1(=O)CCCC1. Its gap between HOMO and LUMO is 10.239 eV. Its calculated total energy is -196566.442 eV. For the max |F|, the calculation gives 1.6 eV Å⁻¹.